(one)
This record from the Open Molecules 2025 dataset describes a cluster of 2 separate species, C4H14N3S in total. The level of theory is ωB97M-V/def2-TZVPD.

Last column: Löwdin charge in e.
Atoms and positions in Å:
1 C -0.01 -0.79 2.57  -0.37
2 C -0.65 -1.40 1.32  -0.47
3 S -1.68 -0.09 0.49  0.77
4 N 0.68 -1.81 3.43  0.00
5 H 0.81 -0.12 2.25  0.10
6 H -0.72 -0.16 3.12  0.10
7 H 0.18 -1.71 0.64  0.10
8 H -1.31 -2.22 1.49  0.06
9 H -1.44 -0.61 -0.75  -0.11
10 H 1.21 -1.32 4.16  0.08
11 H -0.08 -2.30 3.91  0.07
12 C 0.65 0.56 -2.59  -0.19
13 C 1.20 1.46 -1.75  -0.10
14 N 0.51 1.87 -0.50  0.13
15 N 1.13 0.20 -3.84  0.08
16 H -0.31 0.08 -2.28  0.11
17 H 2.09 2.03 -2.08  0.13
18 H -0.02 2.75 -0.59  0.17
19 H -0.22 1.20 -0.16  -0.02
20 H 1.15 2.13 0.25  0.16
21 H 1.74 0.88 -4.26  0.10
22 H 0.39 -0.04 -4.50  0.11

Values from the calculation:
molecular weight = 136.244 g/mol
HOMO = -12.736 eV
total charge = +1

***

(two)
This record from the Open Molecules 2025 dataset describes a cluster of 2 separate species, C4H14N3S in total. The level of theory is ωB97M-V/def2-TZVPD.

Last column: Löwdin charge in e.
Atoms and positions in Å:
1 C 1.24 2.63 -2.43  -0.44
2 C -1.45 2.99 -2.64  -0.44
3 S 0.07 3.54 -3.46  0.73
4 H 0.79 1.65 -2.24  0.02
5 H 2.22 2.59 -2.90  0.03
6 H 1.26 3.11 -1.46  0.02
7 H -1.19 2.72 -1.61  0.02
8 H -1.72 2.04 -3.10  0.03
9 H -2.28 3.68 -2.67  0.03
10 C -0.41 -0.75 2.93  -0.04
11 C 0.43 -2.44 1.34  -0.45
12 N 0.65 -1.62 2.38  0.04
13 N -0.54 -3.33 1.49  0.23
14 N 1.12 -2.32 0.22  0.24
15 H 1.42 -0.99 2.24  0.14
16 H -1.10 -3.25 2.32  0.14
17 H -0.85 -4.00 0.81  0.14
18 H 0.89 -2.96 -0.53  0.14
19 H 1.74 -1.57 -0.03  0.14
20 H -0.27 0.32 2.94  0.10
21 H -0.61 -1.10 3.92  0.08
22 H -1.39 -0.92 2.47  0.09

Values from the calculation:
molecular weight = 136.244 g/mol
HOMO = -10.435 eV
total charge = +1

***

It is (two) that is most stable; the runner-up trails by 0.923 eV.